# C4H24O9

A cluster of 9 separate species, C4H24O9 in total (ωB97M-V with the def2-TZVPD basis set, the OMol25 dataset).

Summary:
max |F| = 2.79 eV/Å
ΔE to the lowest compared entry with this formula, charge and spin = 2.241 eV
SMILES = C/C=C/CO.O.O.O.O.O.O.O.O
M = 216.23 g mol⁻¹

Last column: Mulliken charge in e.
Cartesian coordinates (Å):
C -0.493 1.138 -2.059  -1.423
C -0.072 1.815 -0.793  -0.069
C 0.639 1.196 0.134  -0.029
C 1.311 1.798 1.315  -0.764
O 2.736 1.801 1.237  -0.584
H 0.348 0.853 -2.655  0.389
H -1.125 0.268 -1.976  0.243
H -1.132 1.783 -2.697  0.352
H -0.466 2.831 -0.623  0.686
H 0.854 0.163 -0.041  0.225
H 1.126 1.273 2.242  0.294
H 0.991 2.815 1.466  0.317
H 3.075 1.951 0.358  0.399
O 1.037 -2.201 -1.681  -0.556
H 1.337 -2.889 -2.225  0.215
H 0.043 -2.406 -1.629  0.377
O 2.621 2.002 -1.512  -0.669
H 3.119 2.334 -2.312  0.282
H 2.893 1.045 -1.496  0.372
O 3.426 -0.712 -0.913  -0.655
H 2.890 -1.072 -0.188  0.282
H 3.248 -1.341 -1.558  0.307
O -1.581 -3.119 -1.940  -0.640
H -1.939 -3.650 -2.686  0.278
H -2.279 -3.131 -1.239  0.319
O -2.595 0.046 2.801  -0.609
H -2.821 0.083 3.741  0.293
H -2.892 0.898 2.471  0.340
O -4.272 -2.058 1.235  -0.632
H -3.846 -2.191 2.084  0.313
H -4.413 -1.071 1.274  0.316
O 0.394 -2.581 1.114  -0.637
H 0.702 -1.888 1.674  0.288
H 0.881 -2.628 0.248  0.373
O -2.372 2.436 1.265  -0.718
H -2.386 1.980 0.429  0.395
H -1.453 2.569 1.358  0.333